1.
Below is a structure of composition C27H28N6O13PtS4, with properties calculated with ωB97M-V/def2-TZVPD.

```
79
Properties=species:S:1:pos:R:3:forces:R:3
Pt -0.7279 1.2586 -0.7169 0.0 0.0 0.0
S -3.3015 0.1438 -2.1667 0.0 0.0 0.0
S 0.6806 5.0689 5.2684 0.0 0.0 0.0
S 2.3981 1.0480 0.5126 0.0 0.0 0.0
S -3.6697 -4.6876 -1.6501 0.0 0.0 0.0
O -4.5782 0.6811 -2.5982 0.0 0.0 0.0
O -2.5325 -4.7247 -2.5413 0.0 0.0 0.0
O 2.0098 -0.0723 1.3323 0.0 0.0 0.0
O -2.3620 -0.1241 -3.2545 0.0 0.0 0.0
O 0.3577 -4.9213 -1.8483 0.0 0.0 0.0
O -0.0476 5.3068 6.4977 0.0 0.0 0.0
O 1.5842 6.1322 4.8732 0.0 0.0 0.0
O 0.5193 -3.6684 -3.6011 0.0 0.0 0.1
O -3.4756 -1.0663 -1.3180 0.0 -0.1 0.0
O -4.2852 -5.9492 -1.2836 0.0 0.0 0.0
O -2.6732 1.2278 -1.2396 0.1 0.1 0.0
O -0.5533 2.7511 2.7367 0.0 -0.1 0.2
O 3.3643 1.9885 1.0225 0.0 0.0 0.0
N 1.1196 1.8285 -0.0328 0.1 -0.1 -0.1
N -0.5148 3.2231 -0.2743 0.0 0.1 0.0
N 0.1830 -3.8674 -2.4463 0.1 -0.1 0.0
N -0.9233 -2.8659 -0.4603 0.0 0.0 0.0
N -0.2628 4.6054 4.0669 0.0 0.0 0.0
N -0.5928 -0.7474 -0.9296 0.0 0.0 -0.1
C 1.6036 3.5534 5.4209 0.0 0.0 0.0
C 1.3589 4.2095 0.8371 0.0 0.0 0.0
C -0.1945 -1.4591 -2.0155 0.0 0.0 0.0
C 4.1947 0.5899 -3.0619 0.0 0.0 0.0
C 0.7405 3.1339 0.2100 0.0 0.0 0.0
C -1.6826 -1.1749 1.2494 0.0 0.0 0.0
C 3.9772 -0.7552 -3.3636 0.0 0.0 0.0
C 1.6442 1.4287 4.3051 0.0 0.0 0.0
C 3.1736 1.9244 6.1169 0.0 0.0 0.0
C 2.6351 3.1978 6.2669 0.0 0.0 0.0
C -0.6934 5.4387 0.4803 0.0 0.0 0.0
C 4.4714 -1.3406 -4.6584 0.0 0.0 0.0
C -0.0081 3.3405 3.6650 0.0 0.2 -0.1
C -1.0584 -1.5962 -0.0246 0.0 0.0 0.0
C -4.8988 -3.6105 -2.3355 0.0 0.0 0.0
C 2.8517 -1.0072 -1.2420 0.0 0.0 0.0
C 3.3052 -1.5449 -2.4396 0.0 0.0 0.0
C -0.3758 -2.7756 -1.7350 0.0 0.0 0.0
C 1.1085 2.6938 4.4642 0.0 0.0 0.0
C 0.6087 5.3604 0.9761 0.0 0.0 0.0
C 2.6867 1.0527 5.1446 0.0 0.0 0.0
C -3.1678 -3.8600 -0.1389 0.0 0.0 0.0
C 3.7392 1.1373 -1.8765 0.0 0.0 0.0
C -5.3229 -4.1080 -3.7081 0.0 0.0 0.0
C 3.0598 0.3337 -0.9714 0.0 0.0 0.0
C -1.6628 -3.9910 0.1090 0.0 0.0 0.0
C -1.2333 4.3335 -0.1399 0.0 0.0 0.1
H 3.9888 1.6081 6.7576 0.0 0.0 0.0
H -6.0870 -3.4409 -4.1055 0.0 0.0 0.0
H -3.4489 -2.8091 -0.2547 0.0 0.0 0.0
H 3.9154 -2.2417 -4.9160 0.0 0.0 0.0
H 4.3654 -0.6280 -5.4772 0.0 0.0 0.0
H -5.7234 -3.6021 -1.6206 0.0 0.0 0.0
H 0.2138 -1.0023 -2.8958 0.0 0.0 0.0
H 1.0290 6.1997 1.5151 0.0 0.0 0.0
H -4.4744 -4.0983 -4.3906 0.0 0.0 0.0
H 3.1118 -2.5879 -2.6663 0.0 0.0 0.0
H -1.2899 6.3280 0.6188 0.0 0.0 0.0
H -2.2455 4.2906 -0.5188 0.0 0.0 0.0
H -5.7277 -5.1200 -3.6623 0.0 0.0 0.0
H 2.3464 4.1054 1.2579 0.0 0.0 0.0
H -2.7039 -0.8529 1.0341 0.0 0.0 0.0
H 3.1345 0.0724 5.0338 0.0 0.0 0.0
H 3.8939 2.1844 -1.6483 0.0 0.0 0.0
H -1.4688 -4.0029 1.1800 0.0 0.0 0.0
H -3.7439 -4.3239 0.6600 0.0 0.0 0.0
H -1.2549 -4.9018 -0.3172 0.0 0.0 0.0
H -1.1338 -0.3167 1.6417 0.0 0.0 0.0
H 3.0124 3.8870 7.0118 0.0 0.0 0.0
H 2.3262 -1.6144 -0.5182 0.0 0.0 0.0
H -1.6845 -1.9752 1.9875 0.0 0.0 0.0
H 1.2724 0.7727 3.5302 0.0 0.0 0.0
H 4.7147 1.2180 -3.7766 0.0 0.0 0.0
H -4.4440 -2.6149 -2.3560 0.0 0.0 0.0
H 5.5290 -1.6078 -4.5873 0.0 0.0 0.0
```
Forces are in eV/Å.

Properties
- E_LUMO: 0.140 Ha
- Gap between HOMO and LUMO: 7.38 eV
- ΔE to the lowest compared entry with this formula, charge and spin: 2.3 kcal per mole
- Net charge: -2
- Multiplicity: 1
- E: -110600.951 eV

2.
Below is the molecule C27H28N6O2, with properties calculated with ωB97M-V/def2-TZVPD.

```
63
Properties=species:S:1:pos:R:3:forces:R:3
O -5.7369 -1.3853 0.6206 0.0 0.3 -0.1
O -4.7056 2.6081 0.0686 0.0 0.1 0.0
N 7.2282 1.1045 1.5787 -0.3 0.2 -0.1
N 3.5520 -0.0060 -1.3233 0.3 0.0 0.0
N -4.0017 0.4595 -0.2093 -0.2 -0.3 0.0
N 8.0512 -0.7721 0.3604 -0.1 -0.1 -0.2
N 1.4680 0.8821 -1.0041 0.5 -0.1 -0.1
N 6.1559 0.3586 -0.2974 -0.2 0.0 -0.2
C 2.2141 -0.1958 -1.1396 -0.5 0.5 0.0
C 9.0459 -0.8718 1.2185 0.1 0.1 0.2
C 0.1419 0.7480 -0.8326 -0.4 -0.5 0.1
C -6.0495 -2.7036 1.0333 0.0 -0.4 0.1
C -1.9846 1.8479 -0.4816 0.1 0.2 0.0
C 5.1344 1.3610 -0.0619 -0.2 0.3 0.0
C -4.9351 1.4125 0.0503 0.2 -0.1 0.0
C 0.3086 -1.6711 -0.9583 0.2 0.0 0.0
C 5.9234 -0.5836 -1.3623 -0.1 -0.3 -0.2
C -6.3253 0.9045 0.2993 -0.3 -0.1 0.1
C -2.6298 0.5974 -0.4251 0.4 -0.2 -0.1
C -4.7475 -3.4906 1.0423 -0.3 0.3 0.0
C 7.1715 0.2201 0.5706 0.5 0.0 0.3
C 4.4908 -1.1089 -1.2939 0.1 -0.2 -0.1
C -8.6441 1.5942 0.5042 -0.1 0.0 0.0
C 1.6527 -1.5032 -1.1304 -0.2 -0.1 0.1
C -0.5073 -0.5154 -0.7901 0.3 0.4 0.0
C -9.0062 0.2907 0.7883 0.1 0.1 0.0
C 9.2036 -0.0071 2.2927 0.0 0.0 0.0
C -8.0457 -0.7042 0.8327 0.1 -0.3 0.0
C -7.3154 1.8840 0.2696 0.1 -0.1 0.0
C -6.7058 -0.4204 0.5879 -0.1 0.2 0.0
C -1.8933 -0.5585 -0.5843 -0.2 0.2 0.0
C -0.2952 -3.0423 -0.9459 0.1 0.1 0.0
C -0.6351 1.9147 -0.6796 -0.1 -0.2 0.0
C 8.2365 0.9810 2.4176 0.3 -0.2 0.0
C 4.1114 1.3205 -1.1912 0.2 0.3 0.1
H 0.4707 -3.7989 -1.0982 0.0 -0.1 0.0
H 6.6349 -1.4015 -1.2417 -0.2 0.1 -0.1
H -4.0291 -3.0116 1.7029 0.1 0.0 0.1
H 4.3704 -1.6895 -0.3680 0.0 0.0 -0.1
H -1.0383 -3.1368 -1.7368 -0.1 -0.1 0.0
H -0.1281 2.8659 -0.7200 0.1 0.1 0.0
H -2.3973 -1.5137 -0.5422 -0.1 -0.1 0.0
H -8.3530 -1.7128 1.0597 0.0 -0.1 0.0
H -9.3873 2.3753 0.4702 -0.1 0.1 0.0
H -0.7869 -3.2337 0.0073 -0.1 -0.1 0.0
H 2.2855 -2.3663 -1.2622 0.0 -0.1 0.0
H -2.5721 2.7424 -0.3600 0.0 0.0 0.0
H 4.5782 1.6245 -2.1346 -0.1 0.1 0.1
H 4.6425 1.1646 0.8982 0.0 0.1 -0.1
H -4.3212 -0.4992 -0.1703 -0.1 0.2 0.1
H 3.2803 1.9938 -0.9780 0.3 0.0 -0.1
H -6.9971 2.8940 0.0586 0.0 0.0 0.0
H 4.3161 -1.7767 -2.1465 0.1 0.0 0.1
H 6.1014 -0.1074 -2.3334 0.0 -0.1 0.0
H 8.2632 1.7055 3.2226 0.1 0.0 0.1
H 10.0224 -0.0986 2.9854 0.1 0.0 0.1
H -4.9312 -4.5026 1.3908 0.0 -0.1 0.0
H -6.7636 -3.1608 0.3355 0.0 0.1 0.1
H 9.7416 -1.6812 1.0314 0.1 0.0 0.1
H -4.3287 -3.5340 0.0399 0.1 0.0 -0.1
H 5.6032 2.3472 0.0024 -0.1 0.0 0.0
H -10.0381 0.0369 0.9801 -0.1 0.0 0.0
H -6.4914 -2.6878 2.0378 0.0 0.1 -0.1
```
Forces are in eV/Å.

Properties
- E_LUMO: 0.018 Ha
- Gap between HOMO and LUMO: 7.69 eV
- Net charge: 0
- Multiplicity: 1
- E: -41490.603 eV

Q: E_LUMO of number 2 (C27H28N6O2)?
A: 0.018 Ha